60
Properties=species:S:1:pos:R:3 method="wB97M-V/def2-TZVPD" lumo_ev=0.518 homo_energy_ev=-7.95 orbital_gap_ha=0.311 fmax_ev_per_a=17.32
C 3.264 5.929 -0.082
H 3.285 5.707 -1.246
H 4.305 5.894 0.253
H 2.715 6.793 0.030
C 2.676 4.743 0.289
N 3.520 3.654 0.342
C 3.319 3.078 -0.868
H 3.481 3.580 -1.805
C 2.256 1.983 -1.072
N 2.138 1.011 0.014
C 2.332 1.636 1.478
H 2.385 0.953 2.132
C 3.416 2.608 1.204
H 3.536 3.009 2.455
H 4.400 1.870 1.199
H 1.279 2.466 1.546
C 1.055 0.052 -0.172
C -0.278 0.471 0.162
C -0.850 0.554 1.292
C -2.244 1.087 1.221
C -2.540 0.967 -0.267
S -1.275 0.558 -1.029
H -3.543 1.119 -0.512
H -2.905 1.419 2.072
H -0.182 0.514 2.170
H 1.229 -0.432 -1.160
C 1.435 -1.172 0.640
N 0.555 -2.375 0.678
C -0.429 -2.407 1.653
N -1.646 -3.124 1.263
C -2.007 -3.408 -0.033
C -1.268 -4.002 -1.135
C -1.860 -4.184 -2.263
C -3.143 -3.567 -2.699
C -3.883 -2.934 -1.681
C -3.297 -2.948 -0.212
C -4.062 -2.184 0.570
H -3.598 -1.429 1.560
H -4.647 -2.820 1.367
H -4.765 -1.375 0.433
C -5.412 -2.452 -1.945
H -5.487 -2.668 -2.773
H -5.957 -2.772 -1.316
H -5.322 -1.281 -2.043
H -3.359 -3.764 -3.608
H -1.407 -4.747 -3.117
H -0.525 -4.409 -0.802
H -2.397 -3.252 1.931
S -0.062 -2.295 3.152
H 0.268 -2.329 -0.251
C 2.910 -1.926 0.329
H 3.671 -1.150 0.377
H 3.104 -2.889 0.940
H 2.687 -2.197 -0.665
H 1.390 -1.008 1.853
H 2.074 1.459 -1.760
H 1.269 2.649 -1.067
H 4.321 2.317 -1.011
H 1.712 4.502 0.194
H 2.361 4.916 1.795